Here is a structure of composition C29H21BrI2N5OW from the Open Molecules 2025 dataset. Energies are from ωB97M-V with the def2-TZVPD basis set.

XYZ file:
```
60
Properties=species:S:1:pos:R:3:forces:R:3:lowdin_spin:R:1
W 0.66799 -1.03070 0.10511 2.49 -2.20 1.14 1.557
I 4.43459 -2.85570 6.00351 -0.16 0.22 -0.30 -0.001
C 3.46839 -1.84500 4.42731 0.17 -0.25 0.28 -0.003
C 2.10559 -1.58340 4.53771 0.11 0.01 0.00 0.001
C 1.49819 -0.92360 3.49491 -0.64 0.51 -0.68 -0.001
I -0.59121 -0.61990 3.20581 0.38 -0.21 0.93 -0.001
C 2.20299 -0.52870 2.35731 0.78 -0.76 1.29 0.012
O 1.57129 0.08850 1.36301 0.06 0.95 -0.03 0.039
C 3.54789 -0.89590 2.22011 -0.68 0.32 -0.22 -0.002
C 4.09719 -0.69420 0.82891 -0.04 0.24 0.32 0.000
N 3.17319 -1.38790 -0.11269 -0.06 -0.49 -0.49 -0.001
C 3.54739 -1.24760 -1.52429 -0.06 0.07 0.07 0.005
C 2.35699 -1.51700 -2.42229 -0.48 -0.08 1.06 0.025
C 2.54659 -1.62980 -3.78489 -0.38 -0.10 -0.44 -0.003
C 1.46559 -1.81920 -4.63779 0.03 0.13 0.82 0.031
C 0.20559 -1.93570 -4.05509 0.36 -0.03 -0.23 -0.002
C 0.07409 -1.85060 -2.69289 0.17 -0.10 0.71 0.026
N 1.12239 -1.62190 -1.82549 0.48 -0.21 -3.14 -0.002
C 4.18029 -1.53170 3.27471 -0.06 -0.04 0.01 0.001
H 1.54789 -1.91810 5.39771 -0.05 0.03 0.07 0.000
H 5.11399 -1.09620 0.74641 -0.12 0.09 -0.06 0.000
H 4.10749 0.37590 0.58291 0.00 -0.23 -0.08 0.000
H 3.25569 -2.38680 0.11941 -0.43 0.36 0.00 0.002
H 4.36469 -1.92600 -1.80609 -0.11 0.14 0.03 0.000
H 3.91239 -0.22720 -1.69359 -0.08 -0.10 -0.01 0.001
H 3.54869 -1.55770 -4.17949 0.10 0.03 0.02 -0.001
H 1.59619 -1.86680 -5.70409 0.05 -0.06 -0.19 0.002
H -0.67311 -2.09630 -4.65989 -0.08 -0.04 0.02 -0.001
H -0.90761 -1.99320 -2.24759 0.34 0.20 -0.04 0.001
H 5.21849 -1.81130 3.19001 0.14 -0.06 -0.01 0.000
N -6.83141 5.72400 0.36361 -0.37 0.38 0.02 0.000
C -6.02661 4.91060 0.36801 -0.28 0.24 0.06 0.000
C -5.03321 3.90250 0.34911 0.62 -0.53 -0.03 0.000
C -4.19511 3.71500 1.44801 -0.14 0.06 -0.10 0.000
C -3.20271 2.75480 1.39461 0.06 -0.15 -0.02 0.000
C -3.05141 1.97680 0.25411 -0.22 0.17 0.15 0.000
C -3.89691 2.15820 -0.83589 0.06 -0.06 0.09 0.000
C -4.88341 3.12030 -0.79629 -0.01 0.05 0.16 0.000
C -1.93911 1.01130 0.12071 0.41 0.19 -0.46 0.003
C -2.23671 -0.35650 0.19021 -0.12 0.16 -0.13 0.005
C -3.49621 -0.94020 0.42211 0.54 0.00 -0.06 0.036
C -3.34011 -2.31550 0.29741 0.03 0.22 -0.04 0.003
C -2.00741 -2.54650 0.01141 0.44 0.16 0.14 0.034
N -1.29451 -1.37560 -0.03469 -1.87 -0.29 -0.02 0.003
C -0.71241 1.57060 -0.26859 -0.50 -0.37 0.08 0.014
C -0.41561 2.92610 -0.51619 0.42 -0.05 -0.22 0.049
C 0.82969 2.95490 -1.12689 -0.39 0.35 0.24 0.008
C 1.26569 1.64190 -1.22249 -0.53 -0.85 0.17 0.049
N 0.35569 0.78420 -0.70069 0.03 2.08 -0.90 0.009
H -4.31651 4.32950 2.32781 -0.03 0.02 0.03 0.000
H -2.54121 2.60080 2.23461 0.06 0.04 0.09 0.000
H -3.75771 1.55360 -1.71849 -0.01 -0.06 -0.13 0.000
H -5.53101 3.27970 -1.64379 -0.07 0.02 -0.06 0.000
H -4.39391 -0.40140 0.64191 -0.25 0.16 0.06 0.002
H -4.09111 -3.07040 0.41601 -0.16 -0.14 -0.05 0.000
H -1.53521 -3.50020 -0.17399 0.12 0.11 0.15 0.003
H -1.03961 3.76740 -0.28499 -0.17 0.10 -0.02 0.003
H 1.36749 3.81960 -1.45759 0.10 0.21 -0.10 0.000
H 2.17589 1.27280 -1.66969 0.08 0.01 0.11 0.003
Br 1.01479 -3.33430 1.10211 -0.08 -0.56 -0.05 0.090
```
Forces are in eV/Å.

Summary:
**Charge**: +1
**Spin multiplicity**: 3
**E_HOMO (spin up / spin down)**: -10.56 / -10.79 eV
**Orbital gap (spin up / spin down)**: 0.229 / 0.233 hartree

---

Here is a structure of composition C29H21Cl2EuF3N4S2 from the Open Molecules 2025 dataset. Energies are from ωB97M-V with the def2-TZVPD basis set.

XYZ file:
```
62
Properties=species:S:1:pos:R:3:forces:R:3:lowdin_spin:R:1
Eu 0.19950 0.14120 -0.89940 0.46 0.10 0.82 6.091
C 1.50530 -2.75230 -2.07770 -0.04 -0.02 0.07 0.000
C 1.70930 -2.90770 -0.60170 0.05 -0.07 -0.16 0.000
C 2.36880 -4.00900 -0.06320 -0.11 0.21 0.20 0.000
C 2.55810 -4.06580 1.30570 -0.11 0.21 -0.20 0.001
C 2.05750 -3.04220 2.09400 -0.13 0.25 -0.13 0.000
C 1.37320 -1.98340 1.49740 0.26 -0.45 -0.21 0.000
N 1.22560 -1.92520 0.16350 -0.09 0.06 0.34 -0.008
C 0.73900 -0.89920 2.28960 -0.09 0.16 0.48 0.000
C 0.75790 -0.91760 3.68510 -0.07 0.09 -0.30 0.000
C 0.07750 0.06450 4.38150 0.03 0.02 -0.29 0.000
C -0.62110 1.02700 3.67920 0.07 -0.10 -0.31 0.000
C -0.59420 1.00750 2.28220 0.15 -0.11 0.44 0.000
N 0.09770 0.06950 1.61270 -0.12 -0.07 0.06 -0.007
C -1.36660 1.99350 1.48490 -0.33 0.40 -0.20 0.000
C -2.06860 3.04150 2.07910 0.18 -0.25 -0.13 0.000
C -2.83560 3.88570 1.29070 0.16 -0.21 -0.20 0.000
C -2.87520 3.66880 -0.07390 0.13 -0.19 0.22 0.000
C -2.12540 2.62520 -0.61090 -0.08 0.05 -0.11 0.000
C -2.09980 2.35210 -2.08230 0.01 0.01 0.08 0.000
N -1.39160 1.80910 0.15210 0.04 0.00 0.40 -0.008
H 2.02070 -3.53630 -2.62800 0.01 0.05 -0.06 0.000
H 1.89120 -1.77760 -2.41590 -0.08 -0.27 0.02 0.000
H 0.43240 -2.82270 -2.29360 0.13 0.08 -0.06 0.000
H 2.72070 -4.79730 -0.70730 0.07 -0.05 -0.12 0.000
H 3.09040 -4.89000 1.75520 0.01 -0.07 0.05 0.000
H 2.20220 -3.08350 3.15730 0.00 0.02 0.17 0.000
H 1.27000 -1.69050 4.23020 0.07 -0.08 -0.01 0.000
H 0.07900 0.06880 5.45990 -0.02 -0.01 0.10 0.000
H -1.19060 1.76360 4.21710 -0.04 0.10 0.00 0.000
H -2.02890 3.21150 3.14030 0.02 -0.02 0.11 0.000
H -3.39150 4.69470 1.73980 -0.03 0.05 0.03 0.000
H -3.47760 4.28800 -0.71800 -0.01 0.06 -0.11 0.000
H -2.76420 3.03000 -2.61070 0.00 -0.02 -0.09 0.000
H -2.42860 1.32170 -2.26490 0.08 0.13 -0.05 0.000
H -1.08280 2.50270 -2.46960 -0.20 -0.08 -0.02 0.000
F 3.16350 4.26180 0.78080 -0.07 -0.11 0.05 0.000
C 4.06610 3.86000 -0.13470 -0.09 0.33 0.14 0.000
F 3.80720 4.53200 -1.25920 -0.02 -0.12 -0.21 -0.001
F 5.25750 4.29230 0.30120 0.25 -0.13 0.06 0.000
C 4.04880 2.36230 -0.30470 -0.17 -0.17 0.12 0.000
C 5.15370 1.61490 0.04180 -0.21 -0.08 -0.12 0.000
C 5.10140 0.22870 -0.08240 -0.10 0.08 -0.01 0.000
C 3.92080 -0.34280 -0.50360 0.09 -0.23 0.11 0.000
N 2.81950 0.34960 -0.81020 0.16 0.56 -0.04 -0.006
C 2.87550 1.70570 -0.74700 0.68 -0.44 0.02 -0.001
S 1.48020 2.53930 -1.25390 -0.91 0.45 -0.32 -0.022
H 6.04450 2.10640 0.40130 0.08 0.03 -0.01 0.000
H 5.95510 -0.38180 0.16020 0.05 -0.09 -0.02 0.000
H 3.84640 -1.41960 -0.60480 0.00 -0.02 0.05 0.000
Cl -0.32590 -0.22920 -3.58710 -0.04 0.01 -0.59 -0.007
C -1.73440 -1.26280 -3.79600 -0.58 -0.45 0.10 0.000
C -2.13540 -1.52910 -5.09320 0.18 0.13 -0.01 0.000
C -3.23900 -2.33270 -5.31180 0.04 0.03 0.12 0.000
C -3.93150 -2.86220 -4.23340 0.01 0.01 -0.05 0.000
C -3.52100 -2.59000 -2.94430 0.36 0.27 -0.12 -0.001
Cl -4.38750 -3.25430 -1.61720 -0.25 -0.18 0.00 -0.001
C -2.40030 -1.77510 -2.67720 0.02 0.01 0.00 -0.003
S -1.94380 -1.49000 -1.02320 0.23 0.20 0.15 -0.027
H -1.58010 -1.10530 -5.91310 0.04 0.04 -0.17 0.000
H -3.55990 -2.54560 -6.31840 -0.02 -0.01 -0.10 0.000
H -4.79400 -3.49020 -4.38860 -0.09 -0.06 -0.01 0.000
```
Forces are in eV/Å.

Summary:
**Charge**: +1
**Spin multiplicity**: 7
**E_HOMO (spin up / spin down)**: -10.34 / -10.37 eV
**Orbital gap (spin up / spin down)**: 0.239 / 0.248 hartree

---

Here is a structure of composition C29H21Cl4N2O4PtTe from the Open Molecules 2025 dataset. Energies are from ωB97M-V with the def2-TZVPD basis set.

XYZ file:
```
62
Properties=species:S:1:pos:R:3:forces:R:3:mulliken_charge:R:1
Pt -0.36942 -0.45807 -0.32872 -0.29 0.18 -1.53 1.126
O 0.20134 1.48515 -1.27300 0.08 0.39 -0.13 -0.972
C 1.28909 1.43396 -1.97316 -0.44 0.31 0.37 0.933
C 1.31673 1.98994 -3.27661 0.08 0.32 -0.02 -0.368
C 2.48623 2.09018 -3.98541 -0.07 -0.05 0.10 -0.562
C 3.70559 1.62687 -3.45525 0.06 0.00 -0.04 -0.584
C 3.70118 1.03176 -2.22103 0.00 -0.09 -0.01 -0.809
C 2.51137 0.89228 -1.48376 -0.05 -0.56 -0.17 0.349
C 2.53009 0.25199 -0.21142 0.38 0.40 -0.03 -0.400
N 1.46878 -0.03547 0.45508 0.06 -1.52 -0.34 0.617
N 1.60789 -0.29408 1.81818 0.21 0.16 -0.22 -0.937
C 0.50198 -0.74692 2.28808 0.11 -0.39 0.24 0.342
O -0.53685 -1.08251 1.56734 -0.42 0.69 0.28 -0.418
C 0.39468 -0.94467 3.75661 -0.14 -0.14 -0.06 0.285
C 1.11206 -0.13273 4.62854 0.04 0.00 -0.01 -0.465
C 0.98123 -0.29909 5.99844 0.01 -0.03 0.00 -0.626
C 0.14306 -1.28406 6.50592 0.02 0.01 -0.03 -0.354
C -0.56970 -2.09775 5.63627 0.02 0.00 -0.01 -0.651
C -0.45203 -1.92308 4.26548 -0.07 -0.01 0.00 0.058
H 0.37381 2.34280 -3.67483 0.03 0.01 -0.03 0.461
H 2.47267 2.53849 -4.97222 -0.02 -0.05 -0.02 0.375
H 4.62238 1.72098 -4.02160 0.00 0.02 0.01 0.383
H 4.62367 0.65410 -1.79078 -0.01 -0.03 -0.02 0.346
H 3.48459 0.03216 0.26582 -0.02 0.40 0.22 0.427
H 1.75894 0.62941 4.21619 0.01 0.00 0.01 0.448
H 1.53392 0.34326 6.67258 0.00 0.00 0.00 0.367
H 0.04396 -1.41396 7.57640 0.00 0.00 0.00 0.372
H -1.22222 -2.86953 6.02477 -0.01 0.01 0.00 0.403
H -1.01812 -2.54038 3.58021 0.05 0.06 0.09 0.177
Cl -5.77893 1.31228 -4.18553 0.05 0.01 0.03 -0.229
C -4.19937 0.75914 -3.73884 0.05 0.03 0.02 0.363
C -3.25827 0.46169 -4.71026 0.02 -0.01 0.06 0.150
Cl -3.64650 0.62714 -6.39023 0.04 0.01 0.04 -0.237
C -1.98838 0.01872 -4.32100 0.07 0.00 -0.24 0.268
Cl -0.76158 -0.32195 -5.49946 -0.06 -0.01 0.06 -0.212
C -1.66003 -0.14890 -2.98209 0.36 -0.03 -0.13 0.292
O -0.48899 -0.58507 -2.57836 0.36 -0.03 0.48 -1.029
C -2.62578 0.12061 -2.00244 -0.27 0.03 0.18 0.351
O -2.31741 -0.12357 -0.74236 -0.11 -0.29 0.43 -0.989
C -3.86577 0.60310 -2.38722 -0.28 -0.05 0.10 0.154
Cl -5.00625 0.98490 -1.13786 0.02 -0.05 -0.06 -0.234
C 0.71791 -8.37412 1.55516 0.03 0.10 -0.01 -1.476
C 0.47089 -6.98568 1.02575 0.04 -0.02 -0.01 0.686
C -0.51790 -6.17417 1.56337 0.01 0.01 0.02 -0.930
C -0.80766 -4.92568 1.02219 -0.01 0.03 0.01 1.188
C -1.89306 -4.08587 1.64464 -0.01 -0.08 -0.08 -1.606
C -0.09566 -4.48506 -0.10483 -0.11 0.16 0.32 -0.309
Te -0.85907 -2.90915 -1.30402 0.37 0.20 0.16 0.391
C 0.97324 -5.25145 -0.60236 -0.04 0.02 -0.03 0.934
C 1.84339 -4.79873 -1.74989 -0.06 -0.03 0.08 -1.628
C 1.22793 -6.49435 -0.02984 -0.02 0.01 0.02 -0.837
H 0.09356 -8.58284 2.42336 0.01 -0.01 0.01 0.338
H 1.76332 -8.50527 1.84061 -0.01 -0.02 0.02 0.344
H 0.49237 -9.11594 0.78647 0.00 -0.03 0.03 0.317
H -1.09010 -6.52681 2.41593 0.00 0.01 0.00 0.249
H -2.10166 -4.42415 2.66145 -0.02 -0.04 -0.02 0.401
H -2.81554 -4.15527 1.06424 -0.01 0.02 0.00 0.418
H -1.60948 -3.03390 1.67049 -0.07 -0.09 -0.06 0.149
H 1.97809 -3.71950 -1.74027 0.03 0.01 -0.02 0.330
H 1.38759 -5.05263 -2.70871 0.03 0.03 -0.02 0.307
H 2.81955 -5.28289 -1.69543 -0.02 -0.03 0.00 0.404
H 2.03365 -7.10236 -0.43070 0.01 0.02 0.00 0.357
```
Forces are in eV/Å.

Summary:
**Charge**: -1
**Spin multiplicity**: 1
**E_HOMO (spin up / spin down)**: -4.54 / -4.54 eV
**Orbital gap (spin up / spin down)**: 0.205 / 0.205 hartree

---

Total energy? In order: -127976.835 -110570.820 -102214.086 eV.
Energy relative to the best compared isomer or geometry (same formula, charge and spin)? In order: 1.398 0.000 2.827 eV.
F_max? In order: 3.52 1.06 1.57 eV/A.